The following is a DFT calculation (wB97M-V/def2-TZVPD) of one molecule with the formula C2H4Cl2.

```
! wB97M-V def2-TZVPD RIJCOSX def2/J DEFGRID3
* xyz 0 1
C -0.588 -0.633 -0.074
C 0.535 0.426 0.063
Cl 0.563 1.579 -1.262
Cl 0.496 1.283 1.642
H -1.064 -0.775 0.883
H -1.338 -0.355 -0.846
H -0.094 -1.558 -0.515
H 1.490 0.033 0.110
*
```

The SMILES is CC(Cl)Cl. For the LUMO energy, the calculation gives 0.97 eV. The maximum force comes out at 2.1 eV/A.